Record 1
Computed, not measured: C2H3ClNOP in the gas phase in a non-equilibrium geometry, with the ωB97M-V functional and the def2-TZVPD basis.

The geometry in XYZ format:
```
9
Properties=species:S:1:pos:R:3:lowdin_charge:R:1
C 0.301 1.505 -0.137 -0.24
C 0.598 0.066 0.591 -0.22
N 0.581 2.657 0.152 0.16
O -0.311 -0.884 0.174 -0.59
P -0.413 -1.857 -1.158 0.51
Cl -2.256 -2.605 -0.657 0.11
H -0.433 1.274 -0.950 0.11
H 1.545 -0.308 0.402 0.09
H 0.389 0.153 1.583 0.09
```

**Molar mass**: 123.48 g mol⁻¹
**Net charge**: 0
**Orbital gap (spin up / spin down)**: 8.700 / 7.264 eV

Record 2
Computed, not measured: 2 unconnected molecules or ions with the total composition C2H3ClO2 in a non-equilibrium geometry, with the ωB97M-V functional and the def2-TZVPD basis.

The geometry in XYZ format:
```
8
Properties=species:S:1:pos:R:3:lowdin_charge:R:1
C 1.143 -0.886 0.446 -0.59
C -1.636 0.383 -0.671 -0.34
O 1.323 -0.119 1.374 -0.01
O 0.261 -0.908 -0.418 -0.04
Cl -2.662 -0.240 0.454 0.77
H 1.881 -1.629 0.317 0.11
H -1.082 1.303 -0.530 0.06
H -1.658 0.104 -1.694 0.04
```

**Molar mass**: 94.50 g mol⁻¹
**Net charge**: 0
**Orbital gap**: 6.981 eV